(1)
DFT (wB97M-V/def2-TZVPD) results for C21H28N2O5S in the gas phase in a non-equilibrium geometry.

The energy relative to the best compared isomer or geometry (same formula, charge and spin) is 84.6 kJ/mol. The frontier orbital gap is 9.00 eV. The value obtained for the molar mass is 420.53 Da. For the HOMO energy, the calculation gives -8.4 eV. Its total energy is -46284.7461 eV. As for the SMILES: CCCCOc1ccc(S(=O)(=O)NC(=O)NCc2ccc(OCCC)cc2)cc1.

Last column: Löwdin charge in e.
Positions of all 57 atoms, in Å:
C: 6.10190 2.63232 0.40598  -0.107
C: 4.64078 3.03802 0.55790  -0.254
C: 3.76948 2.60401 -0.62257  -0.175
C: 3.53045 1.09292 -0.65221  -0.189
O: 2.88057 0.61949 0.51585  -0.045
C: 1.55618 0.79906 0.67838  -0.263
C: 0.69185 1.38039 -0.24896  0.004
C: -0.65659 1.50884 0.03875  -0.034
C: -1.15065 1.05145 1.24200  -0.276
S: -2.86677 1.19189 1.72183  0.677
O: -3.32860 -0.12303 2.07715  -0.292
O: -3.01920 2.24290 2.67744  -0.268
N: -3.69565 1.68033 0.34890  -0.007
C: -3.64516 0.95850 -0.85650  -0.616
O: -3.58823 1.51844 -1.92766  0.077
N: -3.70240 -0.37010 -0.66042  0.089
C: -3.24149 -1.29218 -1.68196  -0.114
C: -1.75434 -1.50815 -1.55068  -0.216
C: -1.23278 -2.06286 -0.39040  -0.024
C: 0.12933 -2.22487 -0.21849  -0.021
C: 1.01049 -1.82846 -1.21949  -0.284
O: 2.36737 -1.90228 -1.17793  -0.053
C: 3.04528 -2.56886 -0.13030  -0.202
C: 3.33987 -4.03434 -0.46501  -0.213
C: 2.10389 -4.92559 -0.45240  -0.100
C: 0.48746 -1.26039 -2.38361  -0.007
C: -0.87243 -1.09887 -2.54222  -0.027
C: -0.30899 0.46006 2.17005  -0.053
C: 1.03365 0.33640 1.89409  0.013
H: 6.68623 3.02234 1.23576  0.070
H: 6.51427 3.02938 -0.51929  0.074
H: 6.21159 1.55112 0.39709  0.064
H: 4.58348 4.12465 0.64899  0.107
H: 4.23396 2.60536 1.47393  0.107
H: 2.80831 3.11735 -0.55586  0.105
H: 4.24490 2.89317 -1.56156  0.120
H: 4.48524 0.56310 -0.66170  0.122
H: 2.97125 0.79919 -1.54653  0.118
H: 1.05010 1.73302 -1.20172  0.117
H: -1.30688 1.96498 -0.69019  0.112
H: -3.75648 2.68132 0.23882  0.132
H: -3.68233 -0.68337 0.30385  0.093
H: -3.78656 -2.23199 -1.56210  0.129
H: -3.47978 -0.85395 -2.65292  0.122
H: -1.89920 -2.37556 0.40040  0.122
H: 0.48390 -2.66319 0.69994  0.108
H: 3.99187 -2.02870 -0.02850  0.122
H: 2.50562 -2.48306 0.81652  0.116
H: 4.06578 -4.40413 0.26191  0.110
H: 3.80224 -4.06886 -1.45336  0.113
H: 1.36865 -4.57828 -1.17451  0.070
H: 1.64455 -4.93544 0.53369  0.073
H: 2.37903 -5.94589 -0.70928  0.071
H: 1.17612 -0.95304 -3.15560  0.119
H: -1.25592 -0.65070 -3.44642  0.118
H: -0.72746 0.10648 3.09860  0.122
H: 1.71115 -0.11323 2.60276  0.125

---

(2)
DFT (wB97M-V/def2-TZVPD) results for C22H29N8OPPtS2 as an isolated structure in a non-equilibrium geometry.

The energy relative to the best compared isomer or geometry (same formula, charge and spin) is 147.4 kJ/mol. The frontier orbital gap (spin up / spin down) is 7.04 / 7.04 eV. The value obtained for the molar mass is 711.71 Da. The net charge is +2. For the HOMO energy (spin up / spin down), the calculation gives -14.0 / -14.0 eV. Its total energy is -71442.7189 eV.

Last column: Löwdin charge in e.
Positions of all 64 atoms, in Å:
Pt: 0.06692 0.35873 0.08668  0.683
N: 2.70978 0.09310 1.37756  0.018
N: 3.25549 -1.12859 1.01260  -0.058
C: 2.50456 -2.10098 0.47165  -0.780
N: 3.08645 -3.27323 0.24836  0.126
S: 0.84907 -1.94083 0.09538  0.666
H: 3.26286 0.85235 0.99215  0.077
H: 2.68908 0.17985 2.38907  0.112
H: 4.23103 -1.29738 1.21191  0.165
H: 4.05832 -3.45667 0.44694  0.131
H: 2.55077 -4.01549 -0.16685  0.111
N: -4.23148 3.36159 1.63699  0.169
N: -3.47083 2.63331 0.78840  -0.252
N: -3.91576 2.21289 -0.37277  0.177
C: -2.90089 1.48728 -0.80584  -0.179
N: -1.90008 1.49768 0.07932  -0.113
N: -2.27744 2.23690 1.10081  0.119
H: -5.02738 3.78720 1.18879  0.123
H: -3.69060 3.92497 2.27387  0.118
H: -2.88488 0.97530 -1.75080  0.118
C: -1.26971 5.20465 -3.33601  -0.040
C: -1.62574 5.30594 -1.99815  -0.051
C: -1.01349 4.50357 -1.05001  -0.110
C: -0.00590 3.61421 -1.42702  -0.337
C: 0.34052 3.50781 -2.77511  -0.069
C: -0.29285 4.29660 -3.72014  -0.048
P: 0.81371 2.56062 -0.20205  0.987
C: 0.63194 3.34657 1.43027  -0.382
C: 0.41049 2.53693 2.54813  -0.131
C: 0.27726 3.09483 3.80770  -0.058
C: 0.37738 4.46946 3.96810  -0.048
C: 0.60951 5.28204 2.86745  -0.049
C: 0.73524 4.72768 1.60299  -0.106
C: 2.58989 2.66038 -0.57563  -0.370
C: 3.09264 1.89384 -1.63197  -0.121
C: 4.42821 1.99401 -1.98496  -0.056
C: 5.27326 2.83240 -1.26900  -0.049
C: 4.78931 3.55282 -0.18666  -0.048
C: 3.45038 3.46748 0.16767  -0.071
H: -1.74417 5.83268 -4.07746  0.120
H: -2.37141 6.02538 -1.68709  0.117
H: -1.30569 4.58636 -0.01147  0.091
H: 1.11973 2.82952 -3.09565  0.097
H: -0.01605 4.20404 -4.76157  0.119
H: 0.31107 1.46580 2.42212  0.064
H: 0.08886 2.45972 4.66299  0.116
H: 0.27560 4.90460 4.95341  0.119
H: 0.69835 6.35243 2.99686  0.119
H: 0.91463 5.37187 0.75073  0.120
H: 2.43207 1.21632 -2.16251  0.100
H: 4.80369 1.42575 -2.82549  0.117
H: 6.31308 2.91586 -1.55483  0.119
H: 5.45348 4.19301 0.37802  0.119
H: 3.07829 4.02800 1.01309  0.099
C: -3.54218 -3.15832 0.05376  -0.222
S: -2.78286 -1.90440 -1.00141  0.869
C: -1.81038 -3.04893 -2.00910  -0.252
O: -1.80926 -1.19274 -0.08433  -0.770
H: -2.75364 -3.71315 0.55781  0.068
H: -4.14918 -3.80970 -0.57419  0.069
H: -4.17054 -2.65599 0.78536  0.062
H: -2.50421 -3.63101 -2.61501  0.068
H: -1.22048 -3.69140 -1.36168  0.043
H: -1.16175 -2.46699 -2.66064  0.057

---

(3)
DFT (wB97M-V/def2-TZVPD) results for a 7-piece molecular cluster, C33H69FNO14S overall in a non-equilibrium geometry.

The energy relative to the best compared isomer or geometry (same formula, charge and spin) is 39.7 kJ/mol. The frontier orbital gap is 7.15 eV. The value obtained for the molar mass is 754.97 Da. The net charge is +1. For the HOMO energy, the calculation gives -11.1 eV. Its total energy is -79039.5797 eV.

Last column: Löwdin charge in e.
Positions of all 119 atoms, in Å:
C: -6.91345 5.56578 -4.74819  -0.093
C: -7.77251 4.80738 -3.74386  -0.233
C: -7.39085 5.13023 -2.27619  -0.222
C: -6.56881 3.96961 -1.71973  -0.314
S: -6.34836 4.07713 0.03526  1.206
F: -5.66101 5.46284 0.16006  -0.178
O: -5.13926 3.13374 0.33936  -0.328
C: -5.46076 1.70242 0.19441  -0.180
C: -4.20148 0.91473 0.45814  -0.209
N: -3.17523 1.35279 -0.47025  -0.054
C: -2.02861 0.43630 -0.45298  -0.172
C: -0.90667 0.88452 -1.40780  -0.388
C: -0.70846 -0.13113 -2.54531  -0.024
O: -1.19891 2.18962 -1.90287  -0.046
H: -7.06430 6.63841 -4.64283  0.062
H: -7.22937 5.30382 -5.75796  0.084
H: -5.85900 5.29675 -4.67665  0.078
H: -7.58961 3.74202 -3.91453  0.104
H: -8.83331 4.97035 -3.91230  0.117
H: -6.79969 6.04360 -2.23319  0.114
H: -8.31086 5.28239 -1.71092  0.119
H: -7.10894 3.03096 -1.86885  0.110
H: -5.58752 3.85525 -2.18856  0.135
H: -6.28406 1.42550 0.85680  0.132
H: -5.77497 1.47684 -0.82416  0.119
H: -4.45825 -0.11884 0.21357  0.137
H: -3.90159 0.95387 1.51286  0.134
H: -2.85783 2.28004 -0.21756  0.110
H: -1.65508 0.34307 0.57458  0.117
H: -2.39014 -0.53796 -0.77501  0.095
H: 0.01075 0.91852 -0.81621  0.133
H: -1.60387 -0.71128 -2.75619  0.081
H: 0.14085 -0.76402 -2.30259  0.047
H: -0.45819 0.42826 -3.44792  0.086
H: -0.38004 2.54010 -2.25496  0.093
O: -9.17073 8.09759 -5.65642  0.094
C: -8.61324 9.15209 -5.51516  -0.534
O: -8.42362 9.61885 -4.26536  -0.010
C: -7.64159 10.78527 -3.97719  -0.238
C: -8.44879 12.05845 -4.11355  -0.060
C: -8.19588 9.99285 -6.69815  0.017
H: -6.73705 10.80113 -4.58666  0.112
H: -7.32216 10.65922 -2.94395  0.120
H: -8.79869 12.20586 -5.13503  0.070
H: -7.84697 12.92156 -3.82962  0.085
H: -9.32738 12.01687 -3.47031  0.086
H: -9.05916 10.56207 -7.04000  0.100
H: -7.88019 9.32303 -7.49376  0.093
H: -7.37555 10.67635 -6.49573  0.071
O: 1.06110 -1.78695 -0.25056  0.081
C: 0.47625 -2.81237 -0.00628  -0.515
O: 1.06712 -3.97420 -0.30145  0.006
C: 0.53499 -5.24810 0.09232  -0.229
C: -0.49715 -5.76527 -0.88583  -0.052
C: -0.92745 -2.79563 0.55334  0.022
H: 0.15407 -5.20211 1.11360  0.119
H: 1.39043 -5.91916 0.10887  0.112
H: -1.36669 -5.10907 -0.93966  0.069
H: -0.83378 -6.75818 -0.58976  0.088
H: -0.07036 -5.82299 -1.88683  0.089
H: -1.62924 -2.66875 -0.26961  0.087
H: -0.99856 -1.94084 1.22139  0.084
H: -1.19596 -3.67788 1.12872  0.077
O: 3.87778 -7.53255 2.95826  0.105
C: 4.07241 -6.34941 2.88683  -0.521
O: 4.14429 -5.62987 4.01861  -0.029
C: 4.53644 -4.25307 4.04705  -0.230
C: 3.37062 -3.33083 3.74978  -0.049
C: 4.14745 -5.63488 1.55900  0.028
H: 5.38292 -4.08371 3.38372  0.114
H: 4.90155 -4.08493 5.05782  0.126
H: 2.97769 -3.49042 2.74387  0.062
H: 3.68201 -2.28968 3.83573  0.062
H: 2.55326 -3.50937 4.44940  0.087
H: 3.13561 -5.42610 1.21901  0.062
H: 4.63423 -6.28819 0.83893  0.099
H: 4.71046 -4.70570 1.58073  0.076
O: 7.30592 -5.73417 4.77639  0.096
C: 7.23668 -6.74367 5.43101  -0.511
O: 8.36807 -7.23902 5.95944  0.004
C: 8.38419 -8.33533 6.87818  -0.236
C: 8.36840 -9.67181 6.16672  -0.063
C: 5.93459 -7.48620 5.59417  0.020
H: 7.57312 -8.24250 7.60148  0.112
H: 9.31413 -8.22144 7.43248  0.122
H: 7.45491 -9.80794 5.58778  0.069
H: 8.44322 -10.48644 6.88725  0.082
H: 9.20755 -9.73801 5.47439  0.084
H: 5.77379 -8.10938 4.71654  0.094
H: 5.14093 -6.75762 5.65542  0.073
H: 5.87991 -8.10446 6.48800  0.076
O: 3.29317 1.83810 6.50223  0.114
C: 3.62659 1.61671 5.37369  -0.529
O: 4.72429 0.86535 5.15234  0.002
C: 5.10108 0.40571 3.85381  -0.251
C: 5.90336 1.44039 3.09229  -0.060
C: 2.88944 2.21919 4.19714  0.009
H: 4.22327 0.06990 3.29772  0.100
H: 5.71707 -0.47534 4.02967  0.122
H: 5.32361 2.34557 2.91041  0.068
H: 6.22654 1.04025 2.13093  0.083
H: 6.78354 1.72744 3.66664  0.088
H: 3.25474 3.23338 4.04206  0.096
H: 1.83293 2.26028 4.44973  0.087
H: 2.98778 1.65892 3.27034  0.065
O: 3.43399 -2.22964 -6.32280  0.110
C: 3.70436 -2.01616 -5.17513  -0.530
O: 2.70179 -1.95364 -4.27483  -0.002
C: 2.91413 -1.86388 -2.86177  -0.235
C: 3.13295 -0.43294 -2.41796  -0.060
C: 5.12312 -1.74371 -4.72905  0.012
H: 3.72538 -2.52173 -2.54613  0.118
H: 2.00684 -2.25272 -2.41160  0.088
H: 4.03158 -0.00591 -2.86474  0.070
H: 3.22707 -0.38527 -1.33351  0.077
H: 2.29050 0.18759 -2.72649  0.068
H: 5.34966 -0.69445 -4.91359  0.095
H: 5.78834 -2.35763 -5.33046  0.092
H: 5.31632 -1.97234 -3.68383  0.067

---

(4)
DFT (wB97M-V/def2-TZVPD) results for C4H5NO2 in the gas phase in a non-equilibrium geometry.

The energy relative to the best compared isomer or geometry (same formula, charge and spin) is 113.4 kJ/mol. The frontier orbital gap is 9.71 eV. The value obtained for the molar mass is 99.09 Da. For the HOMO energy, the calculation gives -9.0 eV. Its total energy is -9813.1395 eV. As for the SMILES: Cc1coc(=O)[nH]1.

Last column: Löwdin charge in e.
Positions of all 12 atoms, in Å:
C: -1.52448 -0.37304 -0.62738  -0.028
C: -0.13300 0.07249 -0.36301  -0.301
C: 0.32855 1.29411 -0.10384  -0.055
O: 1.68747 1.23479 0.22860  0.062
C: 1.74519 -0.04271 0.70199  -0.539
O: 2.20293 -0.30789 1.76964  0.161
N: 0.94714 -0.83597 -0.14449  0.155
H: -1.58061 -0.96291 -1.54559  0.085
H: -1.93008 -0.98602 0.18783  0.087
H: -2.17849 0.49357 -0.75446  0.087
H: -0.21800 2.10965 0.34788  0.136
H: 0.65337 -1.69606 0.30283  0.149

---

(5)
DFT (wB97M-V/def2-TZVPD) results for C4H4S2 as an isolated structure in a non-equilibrium geometry.

The energy relative to the best compared isomer or geometry (same formula, charge and spin) is 202.1 kJ/mol. The frontier orbital gap is 8.47 eV. The value obtained for the molar mass is 116.21 Da. For the HOMO energy, the calculation gives -8.8 eV. Its total energy is -25880.6272 eV.

Last column: Löwdin charge in e.
Positions of all 10 atoms, in Å:
C: -0.21160 0.66957 0.21173  -0.117
C: 1.03919 0.76111 -0.35487  -0.432
C: -0.49051 -1.78333 -0.04947  -0.768
C: 0.07689 -0.78044 0.82064  -0.621
S: -1.32011 -3.12563 0.31063  0.686
S: 1.83512 -0.58012 0.37532  0.935
H: -1.14889 1.11205 -0.12763  0.099
H: 1.65501 1.50262 -0.94463  0.087
H: -0.17350 -1.49250 -1.06154  0.060
H: -0.03986 -0.92860 1.83058  0.071

---

(6)
DFT (wB97M-V/def2-TZVPD) results for a 2-piece molecular cluster, C4H13N2O2 overall in a non-equilibrium geometry.

The energy relative to the best compared isomer or geometry (same formula, charge and spin) is 365.2 kJ/mol. The frontier orbital gap is 12.00 eV. The value obtained for the molar mass is 121.16 Da. The net charge is +1. For the HOMO energy, the calculation gives -14.9 eV. Its total energy is -11425.6890 eV.

Last column: Löwdin charge in e.
Positions of all 21 atoms, in Å:
C: 1.79729 -0.74194 -2.24879  0.026
C: -1.87870 0.16418 2.57872  -0.052
C: 1.17258 -0.49333 -0.82854  -0.337
C: -0.31550 -0.39298 -0.78913  -0.388
N: -1.23070 -1.16944 -0.91948  0.229
N: -0.57629 1.00438 -0.44783  0.186
O: -0.82861 1.06684 2.04362  -0.139
O: 1.63966 0.60926 -0.10628  -0.013
H: 1.14498 -1.35553 -2.79963  0.073
H: 2.81345 -1.15683 -2.18103  0.105
H: 1.83076 0.16220 -2.73640  0.057
H: -1.53502 -0.93213 2.55215  0.116
H: -2.76642 0.16513 1.97844  0.081
H: 1.29511 -1.43921 -0.27825  0.161
H: -0.92323 -2.15822 -1.10385  0.127
H: -2.07050 0.37320 3.56102  0.053
H: 0.38322 1.38220 -0.61805  0.121
H: -0.89341 1.09487 0.56833  0.077
H: -1.24463 1.69851 -1.00485  0.241
H: -0.40887 1.42424 2.85214  0.131
H: 2.59483 0.69458 -0.07231  0.144

---

(7)
DFT (wB97M-V/def2-TZVPD) results for a 2-piece molecular cluster, C5H12ClN overall in a non-equilibrium geometry.

The energy relative to the best compared isomer or geometry (same formula, charge and spin) is 142.1 kJ/mol. The frontier orbital gap is 9.76 eV. The value obtained for the molar mass is 121.61 Da. For the HOMO energy, the calculation gives -9.0 eV. Its total energy is -19390.0960 eV.

Last column: Löwdin charge in e.
Positions of all 19 atoms, in Å:
C: 1.25340 -0.79027 0.73660  -0.115
C: 0.41532 1.24303 1.86156  -0.096
C: -1.18882 -0.75272 1.36293  -0.094
C: -0.45064 -0.61635 -3.32024  -0.571
C: 0.02813 0.05195 0.92228  -0.509
N: -0.47293 0.67128 -3.11510  -0.026
Cl: -0.06877 -1.09695 -5.00131  0.450
H: 1.19896 -1.31096 -0.26918  0.095
H: 1.49421 -1.52877 1.46330  0.066
H: 2.14466 -0.18885 0.71826  0.057
H: -0.43820 1.99991 1.75330  0.089
H: 1.43947 1.64571 1.55786  0.086
H: 0.45597 0.88249 2.91593  0.078
H: -2.06547 -0.18126 1.49341  0.046
H: -1.36735 -1.59163 0.67555  0.079
H: -1.09197 -1.24008 2.39781  0.104
H: -0.19496 0.55801 -0.07341  0.112
H: -0.77094 0.91789 -2.20367  0.056
H: -0.32008 1.32757 -3.87588  0.093

---

(8)
DFT (wB97M-V/def2-TZVPD) results for a 2-piece molecular cluster, C2HF4IO overall in a non-equilibrium geometry.

The energy relative to the best compared isomer or geometry (same formula, charge and spin) is 255.6 kJ/mol. The frontier orbital gap (spin up / spin down) is 10.01 / 6.12 eV. The value obtained for the molar mass is 243.93 Da. For the HOMO energy (spin up / spin down), the calculation gives -10.3 / -9.3 eV. Its total energy is -23105.3091 eV.

Last column: Löwdin charge in e.
Positions of all 9 atoms, in Å:
C: 0.81161 1.15011 -0.08907  -0.658
C: 0.91511 2.45266 0.42768  -0.197
O: 1.21749 0.22940 0.74019  0.096
F: -0.52656 0.86720 -0.31905  0.099
F: 1.42177 1.07132 -1.32551  0.056
F: 0.62808 3.61665 -0.12665  0.173
F: 1.61177 2.67186 1.55778  0.142
I: 3.84211 -1.09098 -0.66648  0.173
H: 0.75373 -0.51297 0.37717  0.117

---

Q: The lowest energy relative to the best compared isomer or geometry (same formula, charge and spin) belongs to which entry?
A: C33H69FNO14S